1.
Formula: C9H17N3O5
Source: the Open Molecules 2025 dataset
Level of theory: ωB97M-V/def2-TZVPD

```
! wB97M-V def2-TZVPD RIJCOSX def2/J DEFGRID3
* xyz 0 1
H -0.915 -2.169 0.355
C -2.133 -2.046 -1.242
H -2.011 -2.644 3.340
O -3.121 -2.490 -0.342
H 0.954 0.700 0.404
H -1.823 1.050 1.942
H -0.088 2.638 -1.378
C 1.954 2.027 -0.835
O -1.957 -2.463 -2.403
H 1.092 3.791 -1.748
H 3.625 0.414 0.653
H 2.469 3.699 -0.001
O -0.276 -1.793 2.470
N 0.303 -1.253 -1.231
H -2.586 -3.079 0.180
C 0.917 2.676 -1.787
C -1.273 -1.020 2.554
H -0.834 0.885 -0.395
C -1.445 0.064 0.077
H 0.242 -1.958 -2.008
H 3.166 -0.939 0.063
O 2.138 2.857 0.348
N -2.304 -1.697 2.931
N 2.710 -0.090 0.325
C -1.168 0.280 1.702
O 1.885 -0.190 -2.594
C 1.284 -0.283 -1.512
C -0.894 -1.326 -0.476
H -0.063 0.554 1.824
H 0.909 2.255 -2.805
H -3.049 -1.209 3.443
H -2.437 0.291 -0.170
C 1.756 0.554 -0.346
H 2.976 1.913 -1.337
*
```

Values from the calculation:
Strongest force on any atom: 8.6 eV/Å
Energy: -893.50565 a.u.
Energy relative to the best compared isomer or geometry (same formula, charge and spin): 112.8 kcal/mol
Highest occupied orbital energy: -8.76 eV

2.
Formula: C5H10NO2
Source: the Open Molecules 2025 dataset
Level of theory: ωB97M-V/def2-TZVPD

```
! wB97M-V def2-TZVPD RIJCOSX def2/J DEFGRID3
* xyz -2 2
C 1.402 -1.212 1.255
C -1.441 -0.636 -1.867
H 1.730 0.120 -0.188
H 0.701 1.304 1.637
H -0.076 2.258 0.309
H -2.382 -0.868 -2.346
N -0.415 0.159 0.095
H 0.602 -1.624 1.868
C -1.562 0.273 -0.747
O 2.108 -0.255 2.043
O -2.514 0.868 -0.192
H -1.138 1.588 1.417
H 0.689 -1.251 -0.902
C 0.901 -0.613 -0.014
C -0.175 1.334 0.942
H 2.201 -2.110 0.973
H -0.107 1.244 -1.786
H -0.524 -0.580 -2.498
*
```

Values from the calculation:
Strongest force on any atom: 3.6 eV/Å
Energy: -401.47290 a.u.
Energy relative to the best compared isomer or geometry (same formula, charge and spin): 132.2 kcal/mol
Highest occupied orbital energy (alpha / beta): 0.75 / 0.97 eV

3.
Formula: C6H5N3O2
Source: the Open Molecules 2025 dataset
Level of theory: ωB97M-V/def2-TZVPD

```
! wB97M-V def2-TZVPD RIJCOSX def2/J DEFGRID3
* xyz 0 1
C 0.753 0.176 0.045
H -3.147 1.740 0.113
N -1.474 -0.259 0.419
N 3.064 -0.617 -0.497
C -1.256 1.031 0.454
H 0.333 2.273 0.491
H -0.039 -1.909 0.188
O 2.488 -3.189 -2.518
H -1.959 2.894 0.359
N 0.052 1.300 0.259
H -2.617 2.175 1.746
C 2.047 -0.147 -0.269
C 2.282 -3.256 -1.417
C -2.336 2.045 0.724
C -0.319 -0.869 0.178
O 2.128 -3.387 -0.274
*
```

Values from the calculation:
Strongest force on any atom: 5.7 eV/Å
Energy: -546.38823 a.u.
Energy relative to the best compared isomer or geometry (same formula, charge and spin): 0.0 kcal/mol
Highest occupied orbital energy: -8.86 eV

4.
Formula: C3H2NO3S
Source: the Open Molecules 2025 dataset
Level of theory: ωB97M-V/def2-TZVPD

```
! wB97M-V def2-TZVPD RIJCOSX def2/J DEFGRID3
* xyz -1 1
S 2.551 -0.240 -0.306
H -0.228 0.724 -1.419
O 2.346 -1.632 0.177
H 0.428 -0.470 0.997
N 0.809 0.345 0.392
O -2.599 0.122 -0.691
C -1.630 -0.244 -0.115
C -0.333 0.715 -0.401
O -1.436 -0.990 0.782
C 0.091 1.671 0.584
*
```

Values from the calculation:
Strongest force on any atom: 4.6 eV/Å
Energy: -794.04722 a.u.
Energy relative to the best compared isomer or geometry (same formula, charge and spin): 131.9 kcal/mol
Highest occupied orbital energy (alpha / beta): -3.47 / -3.47 eV

5.
Formula: C3H10N4O
Source: the Open Molecules 2025 dataset
Level of theory: ωB97M-V/def2-TZVPD

```
! wB97M-V def2-TZVPD RIJCOSX def2/J DEFGRID3
* xyz 0 1
H -0.108 2.369 1.743
H -1.941 -0.957 -2.767
H 1.377 3.221 1.230
H -0.858 0.167 -2.024
C 2.468 0.832 0.379
H -1.226 -1.289 1.055
C -1.345 -1.386 -0.846
N -1.855 -2.654 -0.901
H -2.235 -3.054 -1.740
N -1.261 -0.753 -2.061
N 1.197 1.213 0.614
N -0.939 -0.795 0.217
H -2.165 -3.104 -0.059
H 2.561 -0.107 -0.190
H 1.459 2.049 2.523
C 0.966 2.276 1.578
O 3.450 1.455 0.735
H 0.455 0.516 0.513
*
```

Values from the calculation:
Strongest force on any atom: 0.6 eV/Å
Energy: -414.59588 a.u.
Energy relative to the best compared isomer or geometry (same formula, charge and spin): 10.9 kcal/mol
Highest occupied orbital energy: -9.05 eV

6.
Formula: F2H2NOP
Source: the Open Molecules 2025 dataset
Level of theory: ωB97M-V/def2-TZVPD

```
! wB97M-V def2-TZVPD RIJCOSX def2/J DEFGRID3
* xyz 0 1
O -0.335 1.940 -0.018
N -0.797 -1.470 -0.302
P -1.408 -0.063 -0.045
H 0.089 -1.871 -0.389
F -2.280 0.120 1.305
F -2.559 0.178 -0.996
H 0.551 2.023 -0.540
*
```

Values from the calculation:
Strongest force on any atom: 4.3 eV/Å
Energy: -672.26237 a.u.
Energy relative to the best compared isomer or geometry (same formula, charge and spin): 95.2 kcal/mol
Highest occupied orbital energy (alpha / beta): -10.97 / -10.97 eV

7.
Formula: C18H39N2O12PS6
Source: the Open Molecules 2025 dataset
Level of theory: ωB97M-V/def2-TZVPD

```
! wB97M-V def2-TZVPD RIJCOSX def2/J DEFGRID3
* xyz 0 1
O -1.335 -2.593 -6.111
S 2.336 -7.445 2.489
H -0.046 -7.627 4.894
C -0.686 1.592 -1.403
H 0.097 0.009 -0.190
C 2.595 -3.709 2.743
H 0.932 1.488 -2.877
N 3.052 4.274 2.281
C -0.139 5.154 1.950
C 0.284 -3.142 -4.539
H 0.793 -10.078 3.952
O -2.984 -3.217 -4.421
H 0.581 1.593 0.357
H 0.469 5.441 -0.086
H -1.996 4.042 2.072
H 0.293 5.162 2.959
H 3.326 -3.352 2.013
C -0.399 2.710 2.568
H 0.298 -1.782 2.064
H -4.762 3.808 -2.856
H 3.207 3.363 2.701
S -2.020 -2.221 -4.721
O 1.927 -7.268 1.142
S 1.289 0.196 2.907
O -2.379 -0.848 -4.697
H -4.385 3.058 -4.435
H 1.923 -9.090 4.924
C 0.370 -7.928 3.937
O -0.778 4.966 -3.439
N -1.104 1.438 2.376
S -1.333 -0.536 4.142
H -0.624 0.925 -3.469
H -0.487 2.668 -1.430
C 1.303 -9.122 4.027
H 0.294 -0.091 -2.367
H 0.101 -4.211 -4.423
H -1.767 1.475 -1.531
C 0.953 5.403 0.894
H -4.923 5.764 -4.332
C -0.502 0.406 3.137
C 0.094 -2.678 -5.972
H 1.250 -2.876 -4.120
C 1.318 -1.545 2.363
H -3.555 5.190 -5.329
H 4.559 4.566 -0.301
O -0.720 -2.405 -3.823
H -0.808 6.016 1.911
O 1.234 -6.872 3.487
C 1.851 -2.546 3.392
H 3.133 -4.299 3.486
H -0.490 2.958 3.631
H -2.218 1.663 0.640
H 0.457 -3.388 -6.710
H 1.002 -2.928 3.965
S 3.493 5.350 -0.510
H -0.992 3.617 0.694
C -4.099 3.826 -3.722
C -0.964 3.869 1.755
H 0.529 -1.693 -6.143
H 1.428 6.374 1.058
H 2.592 4.869 2.959
O -3.083 5.895 -3.440
C -1.405 1.022 0.993
P 2.271 4.117 0.758
C -0.264 1.031 -0.040
O -2.755 3.546 -3.299
H -1.835 0.022 1.088
H 1.933 -1.555 1.459
S -2.040 4.875 -2.802
H 2.495 -2.024 4.103
O 3.606 -6.987 2.921
H -0.425 -8.082 3.207
O 2.141 -8.981 2.869
O -2.134 4.994 -1.388
C -3.987 5.214 -4.328
C 0.028 0.945 -2.594
H 1.907 -4.380 2.222
H 0.676 2.606 2.358
*
```

Values from the calculation:
Strongest force on any atom: 0.5 eV/Å
Energy: -4452.04135 a.u.
Highest occupied orbital energy: -8.03 eV

8.
Formula: C4H6N2
Source: the Open Molecules 2025 dataset
Level of theory: ωB97M-V/def2-TZVPD

```
! wB97M-V def2-TZVPD RIJCOSX def2/J DEFGRID3
* xyz 0 1
H 0.392 0.703 1.840
H 0.866 1.708 -0.816
H 1.098 -0.978 1.636
C 0.317 -1.184 -1.087
H -0.740 1.886 -0.082
C 0.383 -0.237 1.294
C -0.001 -0.129 -0.137
H -1.010 -1.624 0.807
H -0.577 1.247 -1.736
C -0.132 1.259 -0.738
N 0.365 -2.044 -1.861
N -0.961 -0.607 0.881
*
```

Values from the calculation:
Strongest force on any atom: 1.1 eV/Å
Energy: -265.47523 a.u.
Energy relative to the best compared isomer or geometry (same formula, charge and spin): 37.9 kcal/mol
Highest occupied orbital energy: -10.15 eV